97
Properties=species:S:1:pos:R:3:forces:R:3 method="wB97M-V/def2-TZVPD" total_energy_ha=-1963.0486 total_charge=+1
C -1.177 3.156 0.076 0.977 0.549 1.212
N -0.875 1.707 -0.100 -1.681 -0.112 -0.366
C -0.518 1.340 -1.499 1.314 -0.755 -0.104
B -1.985 0.862 0.405 0.605 1.425 -2.007
O -3.201 0.871 -0.311 1.399 -1.618 0.812
N -1.689 0.022 1.620 -2.495 2.370 2.278
C -0.545 0.656 2.409 1.053 0.314 1.099
C -0.366 0.028 3.841 0.249 0.310 1.180
C -0.350 1.168 4.933 -0.733 0.726 1.266
C -1.227 1.185 6.090 -0.217 0.190 0.534
C -1.222 2.209 7.143 2.724 0.678 -3.071
C -0.234 3.282 6.881 -1.455 -2.568 -0.847
C 0.546 3.149 5.662 0.186 1.266 1.065
N 0.547 2.174 4.726 -1.474 -0.307 1.439
C -1.341 -1.150 4.172 1.449 -1.413 -0.743
N -2.717 -1.028 3.593 -0.387 0.811 -1.688
C -2.772 -0.038 2.531 1.538 -1.875 0.505
N -3.832 0.776 2.520 -0.255 -0.073 -0.754
H -0.319 3.600 0.665 -0.911 -0.187 -0.577
H -1.228 3.734 -0.879 -0.308 -0.723 0.713
H -2.097 3.316 0.708 0.653 0.016 -0.798
H -0.409 2.215 -2.189 -0.369 -0.807 0.749
H -1.195 0.560 -1.947 0.366 0.874 0.294
H 0.504 0.864 -1.455 -1.011 0.516 -0.292
H -3.430 -0.058 -0.503 -0.531 0.559 0.108
H -0.838 1.738 2.533 0.635 -1.038 -0.202
H 0.433 0.615 1.883 -1.152 -0.055 -0.021
H 0.673 -0.408 3.877 -1.070 0.377 -0.010
H -1.968 0.353 6.193 0.778 0.857 -0.074
H -1.878 2.188 8.036 0.533 -0.080 -0.858
H -0.128 4.151 7.571 0.081 -0.838 -0.819
H 1.263 3.992 5.469 -0.674 -0.985 0.103
H -0.890 -2.075 3.709 -0.267 0.956 0.644
H -1.411 -1.385 5.269 -0.058 0.501 -1.115
H -2.887 -1.919 3.095 -0.052 0.225 0.547
H -4.768 0.391 2.376 0.376 0.208 1.166
H -3.746 1.779 2.735 -0.014 -0.079 -0.995
C 0.339 0.156 -5.298 0.009 0.511 0.245
C 1.371 1.142 -4.820 -0.056 0.217 0.078
O 1.333 1.600 -3.693 0.113 -0.117 -0.309
C 2.452 1.538 -5.791 -0.037 0.147 0.469
H -0.374 -0.037 -4.499 0.091 -0.008 -0.082
H -0.198 0.568 -6.156 0.142 -0.097 -0.126
H 0.820 -0.780 -5.570 -0.071 0.125 -0.202
H 2.008 2.010 -6.669 0.060 -0.213 -0.116
H 3.028 0.661 -6.086 -0.063 0.087 -0.216
H 3.124 2.251 -5.313 -0.027 -0.100 -0.039
C -6.156 4.380 5.710 0.106 0.238 -0.322
C -5.205 3.405 5.071 0.082 0.138 -0.164
O -4.666 3.655 4.009 0.024 -0.390 -0.003
C -4.949 2.111 5.799 0.183 -0.082 -0.323
H -6.245 5.264 5.079 0.020 -0.079 0.042
H -7.142 3.924 5.815 0.056 -0.018 0.206
H -5.776 4.684 6.687 -0.154 -0.129 0.075
H -5.883 1.555 5.909 0.012 0.066 0.214
H -4.517 2.316 6.780 -0.185 -0.051 0.064
H -4.246 1.504 5.227 -0.026 0.025 0.081
C 2.221 -4.449 3.844 -0.174 0.326 0.142
C 0.858 -4.846 3.342 -0.209 0.041 -0.028
O -0.125 -4.169 3.578 0.153 -0.011 -0.079
C 0.761 -6.112 2.536 -0.338 0.075 -0.030
H 2.143 -3.519 4.407 -0.003 -0.076 -0.023
H 2.616 -5.225 4.502 0.125 -0.038 -0.164
H 2.896 -4.292 3.000 0.070 -0.207 0.044
H 1.092 -6.962 3.137 0.166 0.014 -0.109
H 1.373 -6.027 1.636 0.124 -0.087 0.088
H -0.276 -6.275 2.241 0.075 0.024 0.038
C 4.636 4.182 -7.583 -0.236 -0.174 0.171
C 5.426 2.908 -7.740 -0.054 -0.352 0.112
O 5.035 1.860 -7.270 0.139 0.263 -0.150
C 6.722 2.988 -8.505 0.049 -0.329 0.052
H 3.729 3.978 -7.014 0.075 0.014 -0.043
H 5.229 4.924 -7.045 0.014 0.093 -0.189
H 4.354 4.568 -8.565 0.149 0.146 0.040
H 7.406 3.677 -8.006 -0.045 0.129 -0.164
H 6.531 3.322 -9.526 0.087 0.182 0.067
H 7.183 2.001 -8.539 -0.058 0.070 0.016
C -1.273 -3.871 -3.014 0.062 0.289 0.135
C -0.708 -3.494 -4.358 0.125 0.245 -0.119
O -0.234 -2.393 -4.556 -0.197 -0.767 0.299
C -0.755 -4.535 -5.445 0.153 0.243 -0.202
H -1.173 -3.026 -2.331 0.026 -0.048 -0.061
H -2.332 -4.119 -3.111 0.068 -0.210 0.016
H -0.722 -4.720 -2.605 -0.167 -0.095 -0.022
H -1.790 -4.813 -5.650 0.053 -0.180 0.099
H -0.182 -5.414 -5.143 -0.192 -0.088 0.028
H -0.315 -4.127 -6.355 -0.034 -0.014 0.083
C 1.792 -2.058 -0.992 -0.268 -0.127 0.147
C 2.587 -3.328 -1.151 -0.074 -0.337 0.129
O 2.199 -4.377 -0.680 0.019 0.200 -0.029
C 3.882 -3.242 -1.916 0.026 -0.352 0.050
H 0.886 -2.270 -0.422 0.063 -0.027 -0.027
H 2.381 -1.314 -0.451 0.028 0.110 -0.215
H 1.506 -1.673 -1.974 0.140 0.174 0.033
H 4.564 -2.550 -1.417 -0.049 0.135 -0.170
H 3.689 -2.908 -2.937 0.082 0.194 0.071
H 4.347 -4.227 -1.951 -0.057 0.069 0.018